7 unconnected molecules or ions with the total composition C40H64Cl3N6. Source: the Open Molecules 2025 dataset; level of theory: ωB97M-V/def2-TZVPD.

Last column: Mulliken charge in e.
Geometry (Å):
C -29.76 14.34 -5.79  -0.919
N -29.36 12.93 -5.93  0.039
C -29.60 12.07 -4.89  -0.412
C -29.18 10.75 -4.98  -0.594
C -28.64 10.27 -6.19  1.270
C -28.29 11.20 -7.22  -0.783
C -28.74 12.53 -7.10  -0.203
C -28.16 8.84 -6.33  1.382
C -27.46 8.36 -7.48  -0.709
C -27.23 6.98 -7.69  -0.333
N -27.59 6.11 -6.72  0.060
C -28.26 6.53 -5.61  -0.702
C -28.54 7.87 -5.42  -0.632
C -27.40 4.66 -6.90  -0.854
H -29.39 14.98 -6.58  0.304
H -29.28 14.78 -4.92  0.394
H -30.84 14.39 -5.67  0.365
H -30.10 12.50 -4.04  0.484
H -29.43 10.21 -4.09  0.268
H -27.90 10.89 -8.17  0.297
H -28.62 13.32 -7.82  0.405
H -27.11 8.96 -8.31  0.336
H -26.94 6.55 -8.64  0.410
H -28.55 5.73 -4.94  0.739
H -29.01 8.14 -4.48  0.236
H -26.95 4.35 -5.96  0.378
H -26.73 4.59 -7.76  0.328
H -28.38 4.27 -7.17  0.270
C -20.73 0.85 4.60  -0.850
N -21.65 1.79 3.87  0.054
C -21.88 3.03 4.31  -0.264
C -22.76 3.98 3.68  -0.807
C -23.29 3.57 2.43  0.924
C -23.03 2.24 1.95  -0.863
C -22.22 1.36 2.75  -0.187
C -24.13 4.51 1.59  1.019
C -25.07 4.03 0.68  -0.360
C -26.06 4.89 0.09  -0.371
N -26.01 6.19 0.34  0.091
C -25.02 6.71 1.03  -0.341
C -24.08 5.92 1.71  -0.693
C -26.91 7.11 -0.39  -0.937
H -20.68 -0.16 4.20  0.292
H -21.02 0.54 5.60  0.375
H -19.75 1.32 4.70  0.378
H -21.35 3.32 5.21  0.461
H -22.98 4.95 4.09  0.466
H -23.46 1.91 1.02  0.456
H -21.98 0.34 2.47  0.413
H -25.18 3.00 0.36  0.186
H -26.70 4.59 -0.72  0.507
H -24.95 7.78 0.98  0.462
H -23.31 6.38 2.32  0.496
H -27.78 6.68 -0.88  0.158
H -26.40 7.66 -1.19  0.433
H -27.46 7.75 0.30  0.428
C -24.33 -1.64 -4.04  -1.240
C -25.49 -1.01 -3.23  -0.160
C -26.23 0.08 -4.04  -0.604
N -27.14 0.93 -3.08  0.600
C -26.31 1.63 -2.02  -1.008
C -28.20 -0.07 -2.49  -0.536
C -29.10 -0.39 -3.73  -0.763
C -29.15 0.88 -4.50  -0.708
C -28.14 1.83 -3.83  -0.256
H -24.14 -1.13 -4.98  0.355
H -24.68 -2.67 -4.09  0.339
H -23.35 -1.56 -3.57  0.294
H -24.98 -0.58 -2.37  -0.028
H -26.11 -1.84 -2.89  0.335
H -26.81 -0.24 -4.91  0.456
H -25.58 0.86 -4.42  0.348
H -27.06 2.26 -1.54  -0.024
H -25.51 2.31 -2.30  0.350
H -25.90 0.88 -1.34  0.335
H -28.81 0.42 -1.73  0.171
H -27.83 -0.95 -1.95  0.427
H -30.04 -0.64 -3.23  0.411
H -28.85 -1.27 -4.32  0.306
H -30.17 1.26 -4.43  0.351
H -28.91 0.77 -5.56  0.310
H -28.82 2.37 -3.16  0.118
H -27.52 2.36 -4.55  0.389
C -29.71 4.15 -0.07  -1.134
C -31.03 4.98 -0.28  -0.365
C -31.72 5.03 -1.73  -0.888
N -33.11 5.63 -1.67  0.528
C -33.05 7.05 -1.09  -1.200
C -34.21 4.86 -0.85  -0.527
C -35.24 4.47 -1.94  -0.679
C -34.59 4.43 -3.27  -0.485
C -33.70 5.72 -3.15  -0.600
H -28.98 4.43 -0.83  -0.134
H -29.87 3.08 -0.15  0.513
H -29.33 4.42 0.92  0.353
H -30.76 6.03 -0.14  0.308
H -31.83 4.73 0.41  0.527
H -31.87 4.05 -2.19  0.408
H -31.13 5.59 -2.46  0.333
H -32.41 7.59 -1.79  0.402
H -32.65 7.13 -0.08  0.342
H -34.04 7.50 -1.19  0.509
H -34.60 5.50 -0.07  0.301
H -33.68 4.00 -0.44  0.398
H -36.04 5.21 -1.93  0.322
H -35.82 3.56 -1.76  0.417
H -35.29 4.23 -4.09  0.422
H -33.88 3.61 -3.34  0.232
H -34.33 6.61 -3.14  0.393
H -32.88 5.77 -3.87  0.262
Cl -26.39 1.32 -7.43  -0.700
Cl -22.67 1.20 -2.19  -0.770
Cl -28.44 0.36 1.24  -0.813

The value obtained for the molecular weight is 735.353 u. The net charge is +3. The orbital gap comes out at 1.8 eV. The value obtained for the strongest force on any atom is 0.0617 hartree/bohr.